{
  "formula": "C30H75N5O14SSn",
  "method": "ωB97M-V/def2-TZVPD",
  "largest_force_ev_per_a": 3.823,
  "de_lowest_kcal_mol": 86.4,
  "homo_ev": -7.62,
  "total_energy_ha": -3126.95666,
  "elements": ["Sn", "S", "O", "O", "O", "O", "C", "O", "C", "C", "N", "C", "C", "O", "C", "H", "H", "H", "H", "H", "H", "H", "H", "H", "H", "H", "H", "H", "H", "H", "C", "O", "C", "C", "N", "C", "C", "O", "C", "H", "H", "H", "H", "H", "H", "H", "H", "H", "H", "H", "H", "H", "H", "H", "C", "O", "C", "C", "N", "C", "C", "O", "C", "H", "H", "H", "H", "H", "H", "H", "H", "H", "H", "H", "H", "H", "H", "H", "C", "O", "C", "C", "N", "C", "C", "O", "C", "H", "H", "H", "H", "H", "H", "H", "H", "H", "H", "H", "H", "H", "H", "H", "C", "O", "C", "C", "N", "C", "C", "O", "C", "H", "H", "H", "H", "H", "H", "H", "H", "H", "H", "H", "H", "H", "H", "H"],
  "coordinates": [[-1.50, 4.17, -0.25], [-1.23, -1.29, -0.82], [-1.98, -0.37, -1.71], [-2.05, -2.45, -0.39], [-0.21, -1.85, -1.66], [-0.70, -0.50, 0.29], [-1.49, -5.41, -7.93], [-1.92, -4.40, -7.00], [-2.61, -3.29, -7.54], [-2.91, -2.16, -6.44], [-3.73, -2.65, -5.36], [-5.12, -2.70, -5.66], [-5.87, -2.86, -4.28], [-5.55, -4.12, -3.69], [-6.14, -4.31, -2.49], [-0.81, -6.10, -7.43], [-0.89, -4.92, -8.70], [-2.29, -5.94, -8.45], [-3.56, -3.58, -8.00], [-2.02, -2.82, -8.33], [-3.40, -1.27, -6.83], [-1.88, -1.91, -6.18], [-3.58, -1.89, -4.71], [-5.41, -3.56, -6.27], [-5.45, -1.72, -6.00], [-6.94, -2.85, -4.47], [-5.66, -2.07, -3.56], [-5.82, -5.21, -1.95], [-7.21, -4.52, -2.57], [-6.12, -3.52, -1.74], [5.05, -6.85, -3.01], [4.02, -5.86, -2.99], [4.27, -4.70, -3.82], [5.39, -3.71, -3.39], [4.95, -2.96, -2.17], [5.12, -3.73, -0.90], [6.62, -3.86, -0.47], [7.32, -4.88, -1.14], [8.65, -5.08, -0.74], [5.33, -7.13, -4.03], [4.74, -7.77, -2.51], [5.81, -6.38, -2.39], [3.35, -4.10, -3.86], [4.44, -4.98, -4.85], [5.59, -2.94, -4.15], [6.31, -4.24, -3.16], [3.95, -2.84, -2.27], [4.76, -4.76, -0.92], [4.52, -3.15, -0.20], [6.65, -4.13, 0.58], [7.14, -2.91, -0.60], [9.15, -4.12, -0.60], [9.22, -5.69, -1.44], [8.67, -5.66, 0.18], [3.87, -2.79, 5.61], [3.35, -2.45, 6.87], [1.92, -2.56, 7.06], [1.06, -1.69, 6.02], [0.98, -2.38, 4.74], [0.15, -3.56, 4.73], [-1.37, -3.33, 4.98], [-1.52, -3.53, 6.38], [-2.75, -3.04, 6.88], [4.96, -2.89, 5.66], [3.58, -2.06, 4.86], [3.58, -3.73, 5.14], [1.70, -2.08, 8.01], [1.61, -3.59, 7.17], [1.60, -0.76, 5.84], [0.15, -1.46, 6.58], [0.84, -1.83, 3.90], [0.54, -4.39, 5.32], [0.34, -3.83, 3.69], [-2.05, -3.96, 4.41], [-1.66, -2.30, 4.76], [-2.68, -3.30, 7.93], [-3.67, -3.45, 6.46], [-2.74, -1.95, 6.89], [-4.70, 11.74, 1.60], [-4.83, 10.33, 1.38], [-6.17, 9.82, 1.56], [-6.24, 8.44, 2.12], [-5.75, 7.51, 1.09], [-6.73, 6.51, 0.72], [-6.80, 5.42, 1.82], [-5.67, 4.59, 1.59], [-6.00, 3.20, 1.87], [-4.94, 12.02, 2.63], [-5.35, 12.30, 0.93], [-3.65, 12.02, 1.53], [-6.85, 9.89, 0.71], [-6.68, 10.40, 2.32], [-7.19, 8.21, 2.61], [-5.55, 8.52, 2.96], [-5.61, 8.00, 0.22], [-6.49, 6.11, -0.26], [-7.74, 6.90, 0.62], [-7.71, 4.83, 1.69], [-6.67, 5.90, 2.79], [-6.80, 2.83, 1.23], [-6.16, 2.96, 2.92], [-5.13, 2.59, 1.61], [5.64, 5.01, 3.04], [5.96, 3.80, 2.32], [4.98, 2.81, 2.52], [3.53, 3.23, 2.12], [3.41, 3.92, 0.80], [3.85, 3.03, -0.30], [3.96, 3.64, -1.65], [2.60, 3.86, -2.14], [2.23, 2.79, -3.01], [4.76, 5.60, 2.77], [6.45, 5.67, 2.72], [5.70, 4.94, 4.12], [4.93, 2.65, 3.60], [5.23, 1.85, 2.08], [3.16, 3.98, 2.83], [2.84, 2.40, 2.23], [3.98, 4.75, 0.73], [3.15, 2.20, -0.39], [4.84, 2.65, -0.05], [4.63, 3.22, -2.39], [4.37, 4.65, -1.56], [2.28, 1.88, -2.40], [2.90, 2.70, -3.86], [1.24, 3.07, -3.36]]
}


{
  "formula": "C34H39CaIN8O2",
  "method": "ωB97M-V/def2-TZVPD",
  "largest_force_ev_per_a": 0.225,
  "de_lowest_kcal_mol": 21.0,
  "homo_ev": -12.27,
  "charge": 2,
  "total_energy_ha": -2882.55097,
  "elements": ["Ca", "C", "N", "C", "C", "C", "C", "C", "C", "N", "C", "C", "C", "C", "C", "C", "N", "C", "C", "C", "C", "C", "N", "H", "H", "H", "H", "H", "H", "H", "H", "H", "H", "H", "H", "H", "H", "H", "H", "H", "H", "C", "C", "N", "C", "C", "C", "O", "C", "C", "N", "C", "C", "C", "C", "C", "C", "I", "C", "O", "H", "H", "H", "H", "H", "H", "H", "H", "H", "H", "H", "H", "N", "C", "C", "N", "H", "H", "H", "H", "H", "H", "H", "H", "H"],
  "coordinates": [[0.01, -0.49, 0.96], [-1.97, -1.52, 3.48], [-1.26, -2.11, 2.34], [-0.25, -3.08, 2.80], [0.91, -2.40, 3.50], [1.47, -2.96, 4.64], [2.59, -2.36, 5.19], [3.11, -1.22, 4.59], [2.47, -0.73, 3.47], [1.39, -1.29, 2.93], [-2.17, -2.78, 1.39], [-2.94, -1.84, 0.50], [-4.29, -2.04, 0.25], [-4.94, -1.21, -0.65], [-4.23, -0.20, -1.27], [-2.89, -0.06, -0.95], [-2.25, -0.86, -0.10], [-2.53, -0.15, 3.21], [-3.67, 0.28, 3.87], [-4.14, 1.56, 3.66], [-3.47, 2.37, 2.76], [-2.34, 1.87, 2.14], [-1.86, 0.64, 2.35], [-1.27, -1.44, 4.31], [-2.78, -2.18, 3.81], [0.14, -3.59, 1.92], [-0.69, -3.84, 3.46], [1.04, -3.85, 5.08], [3.05, -2.77, 6.08], [3.98, -0.73, 4.99], [2.85, 0.16, 2.98], [-2.87, -3.44, 1.92], [-1.55, -3.40, 0.74], [-4.82, -2.84, 0.75], [-5.99, -1.35, -0.87], [-4.70, 0.47, -1.98], [-2.29, 0.73, -1.40], [-4.18, -0.40, 4.55], [-5.02, 1.91, 4.17], [-3.81, 3.38, 2.54], [-1.81, 2.47, 1.40], [-0.56, -4.55, -1.51], [-0.25, -3.31, -2.29], [-0.51, -3.30, -3.56], [-0.21, -2.21, -4.31], [0.40, -1.10, -3.81], [0.79, -0.01, -4.77], [0.12, 1.24, -4.51], [0.67, -1.04, -2.40], [1.45, 0.05, -1.92], [1.73, 0.40, -0.69], [2.80, 1.30, -0.56], [3.94, 1.19, -1.38], [5.01, 2.06, -1.26], [5.00, 3.06, -0.30], [3.90, 3.17, 0.55], [2.83, 2.30, 0.42], [1.23, 2.55, 1.75], [0.32, -2.16, -1.60], [0.51, -2.22, -0.33], [-0.55, -5.40, -2.19], [-1.56, -4.49, -1.08], [0.16, -4.71, -0.71], [-0.44, -2.29, -5.37], [0.59, -0.34, -5.79], [1.86, 0.21, -4.71], [-0.72, 1.22, -4.99], [1.91, 0.64, -2.71], [3.99, 0.37, -2.08], [5.88, 1.93, -1.89], [5.84, 3.73, -0.18], [3.89, 3.93, 1.32], [2.71, 4.17, -2.61], [1.30, 3.96, -3.08], [0.41, 3.63, -1.88], [-0.90, 3.12, -2.22], [3.33, 4.46, -3.37], [3.11, 3.32, -2.19], [2.76, 4.90, -1.89], [1.32, 3.13, -3.79], [0.99, 4.86, -3.60], [0.31, 4.51, -1.24], [0.92, 2.87, -1.29], [-0.81, 2.35, -2.88], [-1.51, 3.82, -2.62]]
}


{
  "formula": "C5H6S",
  "method": "ωB97M-V/def2-TZVPD",
  "largest_force_ev_per_a": 3.023,
  "de_lowest_kcal_mol": 46.3,
  "homo_ev": -9.10,
  "total_energy_ha": -592.19804,
  "elements": ["C", "C", "C", "C", "C", "H", "H", "H", "H", "H", "H", "S"],
  "coordinates": [[0.79, -0.05, 1.75], [0.78, 0.26, 0.26], [-0.12, -0.55, -0.57], [-1.02, 0.14, -1.47], [-1.77, 0.67, -2.28], [1.82, 0.00, 2.23], [-0.02, 0.57, 2.19], [0.27, -1.05, 1.91], [0.70, 1.35, 0.13], [-0.56, -1.50, -0.28], [-2.56, 0.92, -2.95], [1.69, -0.77, -0.91]]
}


{
  "formula": "C4H8O3",
  "method": "ωB97M-V/def2-TZVPD",
  "largest_force_ev_per_a": 1.056,
  "de_lowest_kcal_mol": 58.3,
  "homo_ev": -10.03,
  "total_energy_ha": -382.87190,
  "elements": ["C", "O", "C", "O", "C", "C", "O", "H", "H", "H", "H", "H", "H", "H", "H"],
  "coordinates": [[-2.38, 0.67, 1.22], [-0.96, 0.67, 1.18], [-0.42, 0.30, 0.02], [-1.01, -0.19, -0.91], [1.03, 0.74, 0.14], [1.77, -1.25, -1.14], [1.45, 1.67, -0.51], [-2.77, 1.28, 0.40], [-2.63, 1.12, 2.18], [-2.76, -0.35, 1.14], [1.60, 0.24, 0.94], [1.25, -1.71, -0.30], [2.84, -1.46, -1.07], [1.30, -1.58, -2.06], [1.71, -0.17, -1.22]]
}


{
  "formula": "C40H45F5N2O3",
  "method": "ωB97M-V/def2-TZVPD",
  "largest_force_ev_per_a": 1.050,
  "de_lowest_kcal_mol": 0.0,
  "homo_ev": -9.18,
  "total_energy_ha": -2385.81295,
  "elements": ["C", "O", "C", "C", "C", "C", "C", "C", "C", "C", "C", "C", "C", "C", "C", "O", "F", "C", "C", "N", "C", "F", "C", "C", "C", "O", "C", "F", "F", "F", "N", "C", "H", "H", "H", "H", "H", "H", "H", "H", "H", "H", "H", "H", "H", "H", "H", "H", "H", "H", "H", "H", "H", "H", "H", "H", "H", "H", "H", "C", "C", "C", "C", "C", "C", "H", "H", "H", "H", "H", "H", "C", "C", "C", "C", "C", "C", "H", "H", "H", "H", "H", "H", "C", "C", "C", "C", "C", "C", "H", "H", "H", "H", "H", "H"],
  "coordinates": [[2.46, 0.39, 2.38], [3.17, 0.99, 1.31], [2.51, 0.91, 0.07], [3.14, 1.91, -0.88], [2.71, 3.36, -0.58], [1.94, 3.97, -1.74], [1.46, 5.42, -1.55], [0.94, 5.84, -0.17], [-0.51, 5.42, 0.12], [-0.73, 3.90, 0.13], [-1.35, 3.30, 1.37], [-1.29, 3.88, 2.61], [-1.81, 3.26, 3.76], [-1.69, 3.94, 5.10], [-0.78, 3.15, 6.01], [0.34, 2.82, 5.77], [-1.37, 2.83, 7.19], [-2.41, 2.03, 3.66], [-2.46, 1.39, 2.43], [-3.00, 0.13, 2.35], [-2.94, -0.43, 1.20], [-3.45, -1.65, 1.10], [-2.39, 0.16, 0.02], [-2.31, -0.59, -1.28], [-0.88, -0.57, -1.79], [-0.09, -1.44, -1.00], [-0.76, -1.02, -3.23], [-0.99, -2.34, -3.37], [0.47, -0.79, -3.71], [-1.64, -0.38, -4.03], [-1.91, 1.36, 0.09], [-1.93, 2.02, 1.28], [1.38, 0.45, 2.23], [2.74, -0.66, 2.50], [2.70, 0.94, 3.29], [2.59, -0.10, -0.35], [1.44, 1.13, 0.20], [2.83, 1.64, -1.90], [4.22, 1.82, -0.82], [3.56, 3.98, -0.29], [2.06, 3.32, 0.30], [1.08, 3.33, -1.96], [2.57, 3.94, -2.63], [0.67, 5.61, -2.28], [2.28, 6.09, -1.82], [0.98, 6.92, -0.11], [1.58, 5.47, 0.63], [-1.15, 5.87, -0.64], [-0.82, 5.88, 1.06], [0.21, 3.39, 0.00], [-1.35, 3.61, -0.71], [-0.81, 4.85, 2.72], [-1.21, 4.91, 4.99], [-2.67, 4.07, 5.56], [-2.81, 1.53, 4.53], [-2.58, -1.63, -1.12], [-2.99, -0.15, -2.00], [-0.47, 0.44, -1.75], [0.69, -0.97, -0.68], [4.88, -3.77, 0.32], [6.22, -3.99, 0.05], [7.09, -2.91, -0.05], [6.61, -1.62, 0.11], [5.26, -1.40, 0.38], [4.40, -2.48, 0.48], [4.20, -4.62, 0.40], [6.60, -5.00, -0.07], [8.14, -3.07, -0.26], [7.29, -0.77, 0.03], [4.89, -0.39, 0.50], [3.35, -2.32, 0.68], [-6.37, -2.40, -0.10], [-7.32, -2.95, -0.95], [-8.66, -2.70, -0.74], [-9.06, -1.90, 0.31], [-8.11, -1.35, 1.16], [-6.76, -1.60, 0.96], [-5.32, -2.61, -0.26], [-7.00, -3.58, -1.78], [-9.40, -3.13, -1.40], [-10.11, -1.70, 0.48], [-8.42, -0.72, 1.99], [-6.02, -1.18, 1.63], [1.27, -4.74, -3.04], [1.39, -5.57, -1.93], [2.17, -6.72, -2.02], [2.82, -7.04, -3.20], [2.69, -6.20, -4.30], [1.92, -5.06, -4.22], [0.66, -3.85, -2.97], [0.89, -5.33, -1.01], [2.26, -7.37, -1.16], [3.42, -7.93, -3.27], [3.20, -6.45, -5.23], [1.82, -4.41, -5.08]]
}


{
  "formula": "C30H36Br10F2N3O10P",
  "method": "ωB97M-V/def2-TZVPD",
  "largest_force_ev_per_a": 8.203,
  "de_lowest_kcal_mol": 106.8,
  "homo_ev": -7.95,
  "total_energy_ha": -28362.26479,
  "elements": ["N", "P", "O", "C", "C", "C", "O", "N", "O", "C", "C", "C", "C", "O", "C", "C", "C", "O", "C", "O", "C", "C", "O", "C", "C", "C", "N", "C", "O", "F", "C", "O", "F", "C", "C", "O", "H", "H", "H", "H", "H", "H", "H", "H", "H", "H", "H", "H", "H", "H", "H", "H", "Br", "C", "C", "Br", "H", "H", "H", "H", "Br", "C", "C", "Br", "H", "H", "H", "H", "Br", "C", "C", "Br", "H", "H", "H", "H", "Br", "C", "C", "Br", "H", "H", "H", "H", "Br", "C", "C", "Br", "H", "H", "H", "H"],
  "coordinates": [[-2.93, 3.66, 2.78], [-1.54, 2.98, 3.60], [-1.92, 3.10, 5.25], [-1.55, 1.17, 3.12], [-2.40, 0.28, 3.90], [-2.43, -1.11, 3.61], [-3.20, -2.03, 4.32], [-2.32, -3.15, 4.73], [-1.47, -2.78, 5.42], [-1.60, -1.64, 2.54], [-0.78, -0.84, 1.77], [-0.76, 0.67, 2.08], [0.23, 1.55, 1.17], [0.81, 2.46, 1.68], [0.47, 1.12, -0.35], [0.69, 2.05, -1.36], [0.76, 3.58, -1.15], [1.79, 4.08, -2.01], [3.06, 3.83, -1.48], [3.94, 3.28, -2.45], [5.29, 3.42, -1.98], [6.18, 2.23, -2.39], [6.08, 1.14, -1.47], [0.92, 1.54, -2.70], [0.89, 0.13, -2.95], [0.64, -0.85, -1.91], [0.60, -2.24, -2.33], [-0.67, -2.86, -2.12], [-1.07, -3.42, -1.16], [-1.49, -2.81, -3.22], [1.71, -3.00, -1.88], [2.83, -2.60, -1.99], [1.55, -4.23, -1.32], [0.44, -0.38, -0.61], [0.20, -1.35, 0.61], [0.74, -2.41, 0.78], [-3.30, 2.97, 2.12], [-3.70, 3.80, 3.45], [-2.46, 3.89, 5.39], [-3.01, 0.70, 4.74], [-1.62, -2.73, 2.36], [1.02, 3.88, -0.12], [-0.20, 4.02, -1.51], [3.02, 3.14, -0.60], [3.51, 4.79, -1.10], [5.70, 4.37, -2.39], [5.28, 3.45, -0.87], [6.03, 1.88, -3.43], [7.24, 2.57, -2.32], [5.16, 1.04, -1.17], [1.09, 2.25, -3.50], [1.07, -0.23, -4.04], [9.47, -0.79, -1.53], [7.73, -1.65, -1.73], [7.83, -2.91, -2.56], [8.00, -2.50, -4.45], [7.06, -0.91, -2.16], [7.41, -1.89, -0.72], [6.92, -3.50, -2.47], [8.68, -3.53, -2.29], [-4.98, 2.32, 0.21], [-4.43, 1.14, -1.23], [-3.72, -0.08, -0.71], [-1.88, 0.32, -0.17], [-3.81, 1.74, -1.91], [-5.35, 0.87, -1.74], [-3.63, -0.83, -1.50], [-4.22, -0.52, 0.15], [0.44, -0.18, -9.09], [1.55, 1.29, -8.48], [2.30, 0.93, -7.22], [1.14, 0.98, -5.65], [0.89, 2.15, -8.35], [2.24, 1.49, -9.29], [3.08, 1.67, -7.02], [2.74, -0.06, -7.26], [-4.00, -3.92, 3.59], [-4.49, -5.60, 2.69], [-5.91, -5.56, 2.16], [-7.21, -5.81, 3.59], [-4.33, -6.40, 3.41], [-3.78, -5.70, 1.87], [-6.09, -6.39, 1.47], [-6.15, -4.63, 1.66], [-3.74, 2.02, 8.08], [-5.44, 1.09, 7.88], [-5.28, -0.20, 7.12], [-5.07, 0.13, 5.21], [-6.13, 1.78, 7.40], [-5.78, 0.89, 8.89], [-6.17, -0.81, 7.20], [-4.41, -0.77, 7.43]]
}


{
  "formula": "C9H14N2PTm",
  "method": "ωB97M-V/def2-TZVPD",
  "largest_force_ev_per_a": 4.015,
  "de_lowest_kcal_mol": 61.5,
  "homo_ev": [-4.73, -5.72],
  "total_energy_ha": -1887.14771,
  "multiplicity": 3,
  "elements": ["C", "C", "C", "C", "C", "Tm", "P", "H", "H", "H", "H", "H", "H", "H", "H", "C", "N", "C", "C", "N", "C", "H", "H", "H", "H", "H", "H"],
  "coordinates": [[-2.48, -0.34, -2.30], [-2.63, -1.76, -2.28], [-2.96, -2.13, -0.94], [-3.23, -0.96, -0.18], [-2.82, 0.16, -0.97], [0.46, 1.53, -0.83], [0.97, 3.44, -2.81], [-2.19, 0.28, -3.14], [-2.45, -2.43, -3.12], [-3.10, -3.15, -0.60], [-2.83, 1.21, -0.67], [-3.59, -0.91, 0.84], [0.16, 4.64, -2.76], [0.71, 3.14, -4.20], [2.28, 4.03, -2.93], [1.95, -1.61, 3.56], [1.89, -0.72, 2.41], [2.87, 0.20, 2.01], [2.43, 0.80, 0.89], [1.17, 0.22, 0.59], [0.89, -0.68, 1.53], [2.82, -2.28, 3.50], [2.02, -1.04, 4.50], [1.03, -2.21, 3.58], [3.78, 0.36, 2.56], [2.87, 1.52, 0.21], [0.00, -1.29, 1.55]]
}